(1)
{"formula": "C30H23N3O3PPtS2", "method": "ωB97M-V with the def2-TZVPD basis set", "total_charge": 1, "e_above_lowest_kj_mol": 85.61, "symbols": ["Pt", "O", "S", "O", "O", "C", "C", "C", "C", "C", "C", "P", "C", "C", "C", "C", "C", "C", "C", "C", "C", "C", "C", "C", "H", "H", "H", "H", "H", "H", "H", "H", "H", "H", "H", "H", "H", "H", "N", "C", "C", "C", "C", "C", "C", "S", "N", "C", "C", "C", "C", "C", "C", "N", "H", "H", "H", "H", "H", "H", "H", "H", "H"], "positions_angstrom": [[-0.268, 1.288, -0.943], [0.267, 0.338, -3.237], [-1.118, 0.669, -3.565], [-1.358, 1.291, -4.824], [-1.687, 1.474, -2.415], [-2.001, -0.875, -3.474], [-2.658, -1.411, -4.563], [-3.281, -2.645, -4.439], [-3.231, -3.330, -3.234], [-2.573, -2.787, -2.144], [-1.957, -1.540, -2.260], [-1.053, -0.871, -0.832], [-2.191, -1.048, 0.569], [-3.572, -1.058, 0.400], [-4.400, -1.071, 1.508], [-3.864, -1.069, 2.786], [-2.489, -1.050, 2.961], [-1.660, -1.031, 1.858], [0.248, -2.120, -0.615], [1.434, -1.931, -1.324], [2.482, -2.819, -1.162], [2.351, -3.895, -0.299], [1.163, -4.099, 0.385], [0.109, -3.215, 0.229], [-2.667, -0.852, -5.486], [-3.800, -3.078, -5.281], [-3.706, -4.294, -3.141], [-2.532, -3.325, -1.205], [-3.998, -1.060, -0.594], [-5.471, -1.079, 1.372], [-4.516, -1.083, 3.645], [-2.070, -1.046, 3.957], [-0.586, -1.017, 1.985], [1.514, -1.091, -2.004], [3.403, -2.669, -1.705], [3.176, -4.574, -0.157], [1.060, -4.947, 1.043], [-0.814, -3.372, 0.769], [2.583, 2.661, 1.730], [2.942, 1.752, 2.690], [3.768, 2.118, 3.760], [4.068, 1.205, 4.745], [3.554, -0.094, 4.695], [2.788, -0.492, 3.620], [2.493, 0.419, 2.612], [1.711, -0.122, 1.144], [1.002, 1.289, 0.572], [1.625, 2.508, 0.766], [1.234, 3.574, -0.078], [1.635, 4.926, 0.047], [1.183, 5.851, -0.859], [0.344, 5.440, -1.900], [-0.056, 4.116, -1.955], [0.358, 3.219, -1.072], [3.000, 3.579, 1.802], [4.171, 3.120, 3.798], [4.711, 1.494, 5.563], [3.773, -0.790, 5.486], [2.410, -1.499, 3.544], [2.275, 5.233, 0.858], [1.465, 6.888, -0.764], [0.005, 6.139, -2.646], [-0.728, 3.758, -2.725]], "forces_ev_per_a": [[-1.2, -0.9, 0.5], [-0.3, -0.1, -0.8], [0.6, -0.7, -1.2], [-0.3, 0.1, -0.1], [0.1, 0.4, 0.1], [0.1, 0.4, 0.1], [0.0, 0.1, -0.1], [0.1, 0.1, 0.0], [0.0, 0.0, 0.0], [0.1, 0.3, 0.0], [-0.1, 0.0, 0.2], [0.0, -0.6, 0.8], [0.0, 0.1, 0.0], [0.1, 0.0, -0.2], [-0.1, 0.0, 0.1], [0.0, 0.0, 0.0], [-0.1, 0.0, 0.0], [0.2, -0.1, -0.1], [0.1, 0.2, -0.1], [-0.2, 0.0, -0.2], [0.0, -0.1, -0.1], [0.0, 0.1, 0.0], [0.0, 0.0, 0.1], [-0.1, 0.1, 0.0], [0.0, 0.0, -0.1], [0.0, 0.0, -0.1], [-0.1, -0.1, 0.0], [0.0, 0.0, 0.0], [0.0, 0.0, 0.0], [-0.1, 0.0, 0.0], [-0.1, 0.0, 0.1], [0.1, 0.0, 0.1], [0.0, 0.0, 0.1], [0.1, 0.0, 0.0], [0.1, 0.0, -0.1], [0.1, -0.1, 0.0], [0.0, -0.1, 0.1], [0.0, 0.0, 0.1], [-0.6, 1.5, -2.0], [0.5, -2.0, 1.7], [-0.6, 0.2, -0.8], [0.0, -0.7, 0.3], [0.4, 0.6, 0.2], [-0.4, 0.4, -0.5], [0.3, 1.0, 0.4], [0.4, -1.0, 0.1], [1.9, 4.2, 0.3], [-0.3, -4.7, 1.6], [-1.1, 2.6, -1.6], [-0.1, -1.6, 0.3], [-0.6, 0.1, -0.9], [0.5, 0.2, 0.6], [-0.1, 0.1, -0.3], [0.9, 0.4, 1.2], [0.0, -0.2, 0.0], [0.0, 0.1, 0.1], [0.0, 0.0, 0.0], [0.1, -0.1, 0.1], [0.0, -0.2, 0.0], [0.1, 0.0, 0.1], [0.1, 0.1, 0.0], [-0.1, 0.1, -0.1], [0.0, -0.1, 0.1]], "nbo_charge": [0.742, -1.001, 2.402, -0.923, -0.957, -0.313, -0.169, -0.175, -0.207, -0.120, -0.379, 1.135, -0.412, -0.125, -0.220, -0.178, -0.205, -0.197, -0.376, -0.204, -0.193, -0.204, -0.156, -0.227, 0.253, 0.233, 0.229, 0.218, 0.219, 0.226, 0.225, 0.223, 0.222, 0.254, 0.226, 0.225, 0.217, 0.226, -0.565, 0.207, -0.231, -0.185, -0.195, -0.183, -0.271, 0.549, -0.654, 0.442, 0.119, -0.184, -0.140, -0.191, 0.076, -0.427, 0.415, 0.217, 0.233, 0.232, 0.232, 0.223, 0.245, 0.251, 0.254]}

***

(2)
{"formula": "C30H24BrCaN11O4", "method": "ωB97M-V with the def2-TZVPD basis set", "e_above_lowest_kj_mol": 75.01, "symbols": ["Ca", "O", "C", "O", "C", "C", "C", "N", "C", "C", "C", "O", "O", "H", "H", "H", "N", "C", "C", "C", "C", "C", "N", "C", "C", "C", "C", "C", "N", "H", "H", "H", "H", "H", "H", "H", "H", "H", "N", "C", "N", "C", "N", "N", "C", "N", "C", "C", "C", "C", "C", "N", "H", "H", "H", "H", "H", "H", "H", "H", "Br", "C", "C", "C", "C", "C", "N", "H", "H", "H", "H"], "positions_angstrom": [[0.127, -0.285, -0.142], [-3.317, -3.435, 3.929], [-2.786, -2.583, 4.679], [-2.907, -2.377, 5.891], [-2.010, -1.550, 3.891], [-2.626, -0.385, 3.431], [-1.959, 0.429, 2.541], [-0.734, 0.169, 2.080], [-0.114, -0.923, 2.565], [-0.702, -1.782, 3.473], [1.220, -1.290, 1.882], [1.587, -2.458, 1.925], [1.745, -0.344, 1.185], [-3.636, -0.147, 3.738], [-2.444, 1.310, 2.131], [-0.164, -2.668, 3.782], [-0.098, -0.648, -3.501], [-0.256, -1.888, -2.867], [-1.107, -2.832, -3.448], [-1.198, -4.074, -2.862], [-0.440, -4.365, -1.730], [0.342, -3.361, -1.209], [0.415, -2.132, -1.750], [0.927, 0.289, -3.307], [1.411, 0.992, -4.412], [2.416, 1.912, -4.211], [2.934, 2.100, -2.932], [2.386, 1.367, -1.904], [1.380, 0.496, -2.079], [-0.507, -0.615, -4.420], [-1.665, -2.593, -4.345], [-1.851, -4.823, -3.292], [-0.474, -5.333, -1.253], [0.934, -3.502, -0.310], [1.017, 0.797, -5.401], [2.812, 2.467, -5.052], [3.733, 2.798, -2.736], [2.742, 1.468, -0.885], [-0.420, 3.052, -1.241], [-1.516, 2.323, -1.509], [-2.433, 2.879, -2.301], [-3.526, 2.144, -2.471], [-4.476, 2.610, -3.300], [-3.778, 0.962, -1.876], [-2.788, 0.480, -1.157], [-1.599, 1.085, -0.969], [-3.054, -0.818, -0.443], [-4.362, -1.215, -0.249], [-4.607, -2.352, 0.513], [-3.540, -3.058, 1.025], [-2.257, -2.610, 0.738], [-2.004, -1.509, 0.032], [-0.426, 3.998, -1.583], [0.206, 2.849, -0.469], [-4.378, 3.531, -3.686], [-5.354, 2.126, -3.350], [-5.163, -0.619, -0.658], [-5.622, -2.658, 0.728], [-3.673, -3.905, 1.681], [-1.399, -3.134, 1.141], [3.651, 2.244, 1.538], [1.924, 2.509, 2.285], [1.753, 2.251, 3.637], [0.529, 2.562, 4.197], [-0.460, 3.113, 3.393], [-0.191, 3.274, 2.050], [0.987, 2.972, 1.487], [2.558, 1.828, 4.219], [0.350, 2.376, 5.248], [-1.427, 3.381, 3.792], [-0.951, 3.662, 1.381]], "forces_ev_per_a": [[-0.4, 0.1, -0.9], [0.3, -0.2, 0.0], [-0.9, 0.4, 0.2], [0.3, -0.2, 0.0], [0.4, 0.0, -0.2], [-0.1, 0.0, 0.1], [0.0, -0.1, -0.1], [0.1, -0.2, 0.3], [0.1, 0.1, 0.0], [0.0, -0.1, 0.0], [0.2, 0.1, 0.4], [0.0, -0.1, 0.1], [0.8, -0.4, 0.9], [0.0, 0.0, 0.0], [0.0, 0.0, 0.0], [0.0, 0.0, 0.0], [-0.1, 0.1, 0.1], [0.2, 0.0, -0.1], [0.0, 0.0, -0.1], [0.0, -0.1, 0.0], [0.0, 0.0, 0.0], [0.1, 0.1, 0.0], [0.0, -0.2, -0.1], [-0.1, -0.2, 0.0], [0.0, 0.0, 0.0], [0.1, 0.1, 0.0], [0.0, 0.0, -0.1], [-0.1, -0.1, 0.0], [0.1, 0.2, -0.1], [0.0, 0.0, 0.0], [0.0, 0.0, 0.0], [0.0, 0.0, 0.0], [0.0, 0.0, 0.0], [0.0, 0.0, 0.0], [0.0, 0.0, 0.0], [0.0, 0.0, 0.0], [0.0, 0.0, 0.0], [0.0, 0.0, 0.0], [-0.1, 0.2, -0.1], [0.3, 0.0, 0.1], [0.0, 0.0, 0.0], [-0.1, 0.0, 0.0], [0.0, 0.0, 0.0], [0.0, 0.0, -0.2], [0.1, -0.2, 0.3], [-0.9, 0.3, -0.3], [0.2, 0.2, -0.2], [-0.1, -0.1, 0.1], [0.0, 0.1, 0.0], [0.0, -0.1, 0.0], [0.1, 0.1, 0.0], [-0.4, 0.0, -0.1], [0.0, 0.0, 0.0], [0.0, -0.1, 0.0], [0.0, 0.0, 0.0], [0.0, 0.0, 0.0], [0.0, 0.0, 0.0], [0.0, 0.0, 0.0], [0.0, 0.0, 0.0], [0.0, 0.0, 0.0], [-0.1, 0.1, 0.1], [0.2, -0.1, 0.0], [0.0, 0.0, 0.0], [0.0, 0.0, 0.0], [0.0, 0.0, 0.0], [0.0, 0.0, 0.0], [-0.2, 0.1, -0.1], [0.0, 0.0, 0.0], [0.0, 0.0, 0.0], [0.0, 0.0, 0.0], [0.0, 0.0, 0.0]], "lowdin_charge": [1.364, -0.030, -0.715, 0.000, -0.099, 0.014, -0.157, 0.000, -0.225, 0.050, -0.666, 0.043, -0.263, 0.127, 0.106, 0.139, 0.126, -0.316, -0.009, -0.051, -0.055, -0.121, 0.032, -0.309, -0.005, -0.054, -0.049, -0.126, 0.024, 0.134, 0.114, 0.114, 0.113, 0.113, 0.114, 0.113, 0.110, 0.038, 0.188, -0.440, 0.177, -0.442, 0.170, 0.175, -0.273, 0.062, -0.219, -0.003, -0.022, -0.021, -0.104, 0.037, 0.117, 0.053, 0.106, 0.107, 0.107, 0.117, 0.104, 0.123, 0.798, -0.740, -0.099, -0.045, -0.076, -0.159, 0.027, 0.107, 0.119, 0.111, 0.103]}

***

(3)
{"formula": "C30H24F5N3OPPbS", "method": "ωB97M-V with the def2-TZVPD basis set", "total_charge": 1, "energy_ha": -2828.5275, "symbols": ["Pb", "F", "C", "C", "F", "C", "F", "C", "S", "C", "F", "C", "F", "O", "N", "C", "C", "C", "C", "C", "C", "C", "P", "C", "C", "C", "C", "C", "C", "C", "C", "C", "C", "C", "C", "H", "H", "H", "H", "H", "H", "H", "H", "H", "H", "H", "H", "H", "H", "H", "H", "C", "C", "C", "C", "N", "N", "C", "H", "H", "H", "H", "H", "H", "H", "H"], "positions_angstrom": [[-1.549, 0.085, -0.157], [-2.798, 5.236, 4.614], [-2.718, 4.617, 3.412], [-1.982, 3.422, 3.273], [-1.363, 2.949, 4.365], [-1.819, 2.874, 2.001], [-0.891, 1.867, 1.853], [-2.470, 3.395, 0.843], [-2.497, 2.621, -0.703], [-3.107, 4.657, 1.044], [-3.683, 5.282, -0.023], [-3.223, 5.235, 2.281], [-3.857, 6.411, 2.445], [-2.499, -0.303, -3.020], [-1.154, -0.691, -2.589], [-0.346, -0.482, -3.566], [1.064, -0.772, -3.550], [1.679, -1.147, -4.793], [3.039, -1.329, -4.876], [3.835, -1.193, -3.729], [3.272, -0.829, -2.520], [1.884, -0.545, -2.402], [1.288, 0.253, -0.881], [2.000, -0.819, 0.397], [2.431, -2.134, 0.141], [2.985, -2.873, 1.223], [3.006, -2.358, 2.528], [2.530, -1.068, 2.789], [2.054, -0.310, 1.724], [2.301, 1.712, -0.816], [1.752, 2.915, -1.322], [2.502, 4.085, -1.260], [3.726, 4.102, -0.605], [4.282, 2.933, -0.101], [3.558, 1.768, -0.151], [-3.005, -1.125, -2.942], [-0.719, -0.097, -4.511], [1.068, -1.247, -5.698], [3.464, -1.584, -5.852], [4.933, -1.350, -3.795], [3.921, -0.747, -1.633], [2.315, -2.579, -0.830], [3.363, -3.877, 0.988], [3.339, -2.995, 3.365], [2.519, -0.667, 3.794], [1.745, 0.724, 1.906], [0.758, 2.948, -1.749], [2.106, 4.987, -1.745], [4.273, 5.022, -0.511], [5.291, 2.948, 0.346], [3.981, 0.876, 0.295], [-5.913, -3.539, 2.225], [-4.547, -3.344, 1.577], [-3.326, -3.961, 1.844], [-2.362, -3.362, 0.980], [-2.935, -2.406, 0.259], [-4.265, -2.416, 0.605], [-0.888, -3.584, 0.831], [-6.342, -4.534, 1.890], [-6.620, -2.710, 1.990], [-5.824, -3.516, 3.323], [-3.111, -4.733, 2.601], [-4.962, -1.788, 0.186], [-0.658, -4.645, 1.097], [-0.294, -2.897, 1.489], [-0.540, -3.371, -0.195]], "forces_ev_per_a": [[0.0, 0.5, 0.1], [0.0, -0.7, -1.0], [0.7, -0.3, 0.4], [-0.1, 1.0, 0.1], [-0.1, -0.2, -0.6], [-0.3, 0.8, -0.4], [-0.7, 0.0, 0.1], [0.4, 0.8, 1.9], [0.3, -0.7, -0.7], [-0.2, -1.1, -1.6], [0.5, -0.6, 1.0], [-0.5, 0.9, 0.9], [0.3, -0.6, -0.3], [0.7, -0.1, 0.5], [-0.6, 0.4, -1.3], [-0.8, -0.2, 0.2], [2.2, 0.3, 0.4], [-0.9, 0.5, 0.8], [0.2, -0.2, -0.1], [0.6, -0.2, -0.3], [-0.4, 0.3, 0.4], [0.3, -0.8, -1.5], [0.1, -0.6, 0.1], [0.1, -0.5, 0.9], [0.2, 0.4, 2.0], [-0.5, 0.2, -0.6], [0.0, -0.5, -0.1], [-0.1, -0.3, -0.8], [0.0, 0.1, -0.4], [0.5, 1.8, 0.9], [0.8, -0.6, 0.2], [-0.3, 0.3, -0.1], [0.0, 0.0, -0.5], [0.4, 0.4, 0.4], [-0.7, -0.8, -0.8], [0.0, 0.0, 0.1], [-0.4, -0.2, 0.0], [0.1, 0.0, 0.5], [0.0, 0.1, 0.5], [-0.9, 0.1, 0.1], [-0.4, 0.1, -0.6], [0.2, -0.1, -0.2], [-0.2, 0.4, 0.4], [0.0, 0.4, -0.6], [0.1, 0.0, -0.1], [0.0, -0.3, 0.0], [0.0, -0.2, -0.1], [0.2, -0.3, 0.5], [0.1, 0.3, -0.1], [-0.7, 0.0, -0.2], [-0.1, 0.0, -0.1], [-0.1, -0.2, -0.6], [0.7, 0.3, 0.0], [0.3, -0.3, 0.1], [-0.8, 0.5, 0.3], [-1.2, 0.1, -0.4], [-0.4, -0.4, 0.7], [0.5, -0.3, 0.5], [0.3, 1.3, 0.5], [0.5, -0.7, -0.2], [0.1, -0.3, -0.4], [-0.3, 0.5, -0.6], [0.9, -0.5, 0.2], [0.1, 0.9, -0.2], [-0.5, -0.7, -0.3], [-0.3, -0.3, 0.3]], "nbo_charge": [1.271, -0.279, 0.265, 0.288, -0.284, 0.276, -0.336, -0.272, -0.322, 0.307, -0.293, 0.321, -0.286, -0.583, -0.244, 0.155, -0.120, -0.159, -0.188, -0.195, -0.118, -0.334, 0.856, -0.400, -0.206, -0.203, -0.196, -0.209, -0.158, -0.431, -0.172, -0.205, -0.170, -0.228, -0.124, 0.486, 0.225, 0.230, 0.239, 0.238, 0.224, 0.228, 0.230, 0.234, 0.233, 0.221, 0.229, 0.232, 0.227, 0.231, 0.211, -0.657, 0.193, -0.342, 0.165, -0.368, -0.357, -0.652, 0.248, 0.230, 0.247, 0.241, 0.416, 0.243, 0.231, 0.227]}